# 1
ORCA calculation (the ωB97M-V functional and the def2-TZVPD basis) on C24H41F3P2Y as an isolated structure at a distorted geometry.

Cartesian coordinates (Å):
Y (1.565, -0.149, 1.192)
C (-0.426, -0.746, 2.872)
C (-0.179, -1.913, 2.073)
C (1.732, -1.469, 3.310)
C (0.762, -0.464, 3.613)
C (1.147, -2.374, 2.358)
C (-1.754, -0.117, 3.118)
H (-2.416, -0.176, 2.243)
H (-1.636, 0.939, 3.398)
H (-2.282, -0.612, 3.955)
C (0.969, 0.665, 4.561)
H (0.019, 1.159, 4.798)
H (1.649, 1.427, 4.143)
H (1.409, 0.306, 5.502)
C (3.093, -1.557, 3.903)
H (3.036, -1.460, 4.998)
H (3.769, -0.759, 3.552)
H (3.564, -2.514, 3.663)
C (1.770, -3.632, 1.865)
H (2.358, -4.100, 2.669)
H (2.459, -3.491, 1.015)
H (0.993, -4.334, 1.531)
C (-1.170, -2.647, 1.240)
H (-1.411, -3.626, 1.687)
H (-0.790, -2.843, 0.224)
H (-2.107, -2.081, 1.138)
C (-3.030, 2.361, 0.217)
C (-4.033, 1.688, -0.370)
C (-3.904, 0.772, -1.566)
C (-2.902, 1.184, -2.668)
C (-1.571, 0.381, -2.669)
C (-1.093, -0.053, -1.281)
C (-0.949, 0.947, -0.114)
C (-1.597, 2.337, -0.234)
H (-4.904, 0.736, -2.039)
H (-2.708, 2.265, -2.644)
H (-3.714, -0.260, -1.226)
H (-1.464, 2.754, -1.241)
H (-3.202, 2.971, 1.120)
H (-5.053, 1.743, 0.047)
H (-1.040, 3.025, 0.425)
H (-1.367, 0.431, 0.767)
H (-1.601, -0.980, -0.956)
H (0.129, 1.193, 0.168)
H (-3.389, 1.007, -3.649)
H (-1.764, -0.560, -3.230)
P (-0.060, 1.111, -3.408)
C (-0.190, 2.908, -3.455)
C (0.062, 0.594, -5.145)
P (0.953, -0.675, -1.253)
C (1.391, 0.639, -2.476)
C (0.701, -2.155, -2.284)
C (2.822, -1.133, -0.710)
H (0.338, 3.376, -2.607)
H (-1.245, 3.219, -3.481)
H (0.291, 3.242, -4.393)
H (0.583, 1.373, -5.720)
H (-0.936, 0.483, -5.597)
H (0.602, -0.355, -5.276)
H (3.418, -0.752, -1.550)
H (2.940, -2.219, -0.644)
H (3.318, -0.657, 0.178)
H (1.773, 1.539, -1.953)
H (2.195, 0.287, -3.154)
H (1.177, -3.000, -1.768)
H (1.170, -2.042, -3.272)
H (-0.365, -2.390, -2.399)
F (2.022, 2.978, 2.147)
C (2.806, 1.935, 1.643)
F (3.425, 2.492, 0.522)
F (3.843, 1.828, 2.578)

Computed properties:
- net charge = +1
- energy relative to the best compared isomer or geometry (same formula, charge and spin) (eV) = 0.000
- max |F| (hartree/bohr) = 0.0546
- E (Ha) = -1959.4164
- Kohn-Sham gap (Eh) = 0.272

Just the Mulliken charges please, in e? Sure, here they are: Y -0.426; C 1.464; C 1.395; C 0.694; C -0.490; C 0.354; C -1.637; H 0.390; H 0.438; H 0.259; C -1.448; H 0.406; H 0.107; H 0.384; C -1.569; H 0.411; H 0.214; H 0.391; C -1.521; H 0.476; H 0.059; H 0.405; C -2.080; H 0.489; H 0.251; H 0.346; C -0.477; C -0.581; C -0.712; C -1.020; C 0.097; C -1.174; C 2.197; C -1.034; H 0.474; H 0.297; H 0.318; H 0.279; H 0.395; H 0.405; H 0.480; H -1.703; H 0.934; H -0.977; H 0.574; H 0.555; P 1.228; C -1.569; C -1.368; P 2.785; C -1.764; C -1.830; C -1.137; H 0.461; H 0.418; H 0.502; H 0.478; H 0.406; H 0.383; H 0.676; H 0.370; H 0.147; H 0.433; H 0.718; H 0.538; H 0.454; H 0.315; F -0.227; C 0.066; F -0.301; F -0.273

=====

# 2
ORCA calculation (the ωB97M-V functional and the def2-TZVPD basis) on C24H41F4N10O2Tl as an isolated structure at a distorted geometry.

Cartesian coordinates (Å):
Tl (-0.185, -0.970, -0.316)
C (2.501, 0.395, -2.850)
C (1.150, 0.647, -3.529)
N (0.160, -0.469, -3.568)
C (-1.124, 0.020, -4.132)
C (-2.330, -0.873, -3.861)
C (0.642, -1.684, -4.241)
C (0.585, -2.943, -3.368)
N (1.227, -2.755, -2.120)
C (2.128, -3.563, -1.664)
C (2.927, -3.118, -0.523)
F (2.707, -1.867, -0.038)
C (3.876, -3.896, 0.092)
F (4.461, -3.437, 1.213)
C (4.142, -5.187, -0.351)
C (3.428, -5.645, -1.440)
F (3.683, -6.881, -1.901)
C (2.478, -4.909, -2.103)
F (1.754, -5.468, -3.100)
H (3.106, 1.315, -2.921)
H (3.055, -0.417, -3.350)
H (2.385, 0.144, -1.788)
H (1.333, 1.007, -4.554)
H (0.645, 1.452, -2.990)
H (-1.010, 0.153, -5.231)
H (-1.319, 1.015, -3.697)
H (-2.367, -1.788, -4.476)
H (-3.258, -0.303, -4.082)
H (-2.389, -1.212, -2.817)
H (1.693, -1.567, -4.582)
H (0.025, -1.917, -5.123)
H (0.963, -3.791, -3.974)
H (-0.502, -3.129, -3.191)
H (4.876, -5.802, 0.125)
N (0.548, 1.816, 0.049)
C (-0.485, 2.758, -0.354)
C (-0.736, 3.820, 0.749)
C (-1.383, 5.151, 0.268)
C (-2.879, 5.351, 0.568)
N (-3.686, 4.519, -0.286)
C (-4.764, 3.830, 0.126)
N (-5.153, 2.798, -0.628)
N (-5.477, 4.209, 1.186)
C (-1.756, 1.973, -0.833)
O (-2.414, 2.551, -1.785)
O (-2.009, 0.833, -0.340)
H (0.502, 1.737, 1.067)
H (1.494, 2.138, -0.179)
H (-0.113, 3.270, -1.261)
H (0.226, 4.096, 1.221)
H (-1.361, 3.358, 1.553)
H (-1.191, 5.326, -0.802)
H (-0.908, 5.992, 0.780)
H (-3.153, 6.415, 0.435)
H (-3.055, 5.158, 1.643)
H (-3.154, 4.030, -1.039)
H (-4.464, 2.419, -1.284)
H (-5.801, 2.106, -0.238)
H (-5.253, 5.046, 1.711)
H (-6.340, 3.745, 1.392)
C (0.685, -2.487, 2.846)
N (0.638, -1.050, 2.431)
C (1.987, -0.475, 2.793)
N (2.325, -0.616, 4.229)
C (2.303, -2.074, 4.558)
N (0.979, -2.706, 4.286)
C (-0.025, -1.982, 5.092)
N (-0.098, -0.515, 4.778)
C (-0.375, -0.399, 3.326)
C (1.247, 0.031, 5.039)
H (1.463, -2.992, 2.244)
H (-0.287, -2.935, 2.636)
H (1.972, 0.615, 2.568)
H (2.721, -0.950, 2.160)
H (2.541, -2.181, 5.625)
H (3.091, -2.572, 3.957)
H (0.201, -2.113, 6.153)
H (-0.997, -2.443, 4.904)
H (-0.411, 0.670, 3.081)
H (-1.349, -0.842, 3.134)
H (1.484, -0.082, 6.114)
H (1.227, 1.097, 4.776)

Computed properties:
- net charge = +2
- max |F| (hartree/bohr) = 0.0446
- E (Ha) = -2208.5042
- Kohn-Sham gap (alpha / beta) (Eh) = 0.131 / 0.130

Just the Mulliken charges please, in e? Sure, here they are: Tl 0.962; C -0.772; C -0.376; N 0.446; C -0.637; C -1.214; C -1.205; C -0.494; N 0.399; C -0.095; C 0.618; F -0.127; C -0.041; F -0.245; C -0.310; C 0.058; F -0.241; C 0.579; F -0.243; H 0.482; H 0.300; H -0.134; H 0.333; H 0.006; H 0.413; H 0.455; H 0.370; H 0.400; H 0.156; H 0.395; H 0.423; H 0.469; H 0.249; H 0.564; N -0.198; C 0.195; C -0.600; C -1.240; C -0.859; N -0.043; C 0.757; N -0.409; N -0.358; C 0.664; O -1.131; O -0.848; H -0.193; H 0.324; H 0.389; H 0.476; H 0.349; H 0.431; H 0.389; H 0.417; H 0.425; H 0.255; H 0.254; H 0.251; H 0.228; H 0.212; C -0.688; N 0.523; C -0.764; N 0.023; C -0.645; N 0.042; C -0.764; N 0.048; C -0.660; C -0.723; H 0.096; H 0.406; H 0.215; H 0.292; H 0.360; H 0.242; H 0.354; H 0.355; H 0.128; H 0.379; H 0.347; H 0.349

=====

# 3
ORCA calculation (the ωB97M-V functional and the def2-TZVPD basis) on C24H41IN5NbO5P as an isolated structure at a distorted geometry.

Cartesian coordinates (Å):
C (-1.874, -2.944, 1.025)
C (-2.033, -1.896, 2.267)
O (-3.214, -1.109, 1.937)
C (-0.675, -1.021, 2.231)
N (-0.697, 0.170, 3.118)
C (0.434, 1.119, 2.885)
C (1.734, 0.431, 2.187)
O (2.913, 1.285, 2.173)
Nb (4.223, 0.599, 0.630)
I (6.377, 0.736, 2.511)
C (5.673, -0.120, -0.983)
C (5.026, -0.284, -2.438)
O (4.159, -1.473, -2.564)
C (4.213, -1.931, -3.900)
O (4.527, -3.104, -4.236)
P (3.738, -1.873, 1.137)
O (4.792, -2.889, 0.633)
H (-2.785, -3.623, 0.922)
H (-0.909, -3.529, 1.214)
H (-1.800, -2.329, 0.049)
H (-2.159, -2.500, 3.224)
H (-3.823, -1.631, 1.374)
H (0.159, -1.785, 2.479)
H (-0.570, -0.685, 1.133)
H (-0.629, -0.216, 4.080)
H (0.140, 2.099, 2.376)
H (0.809, 1.422, 3.937)
H (1.944, -0.475, 2.878)
H (1.533, 0.136, 1.104)
H (4.654, 2.341, 0.222)
H (2.879, 0.717, -0.612)
H (6.171, -1.137, -0.740)
H (6.566, 0.611, -1.080)
H (5.900, -0.419, -3.180)
H (4.473, 0.669, -2.751)
H (3.930, -1.162, -4.709)
H (3.574, -2.005, 2.581)
H (2.405, -2.164, 0.617)
N (1.561, -2.892, -6.182)
C (1.211, -1.589, -6.415)
C (0.283, -1.574, -7.427)
C (0.061, -2.918, -7.815)
C (0.862, -3.709, -7.027)
H (2.231, -3.202, -5.493)
H (1.652, -0.787, -5.843)
H (-0.186, -0.694, -7.842)
H (-0.611, -3.269, -8.586)
H (0.994, -4.780, -6.996)
N (-4.485, 0.998, 5.771)
C (-3.756, 1.084, 4.615)
C (-3.168, 2.325, 4.576)
C (-3.551, 3.011, 5.756)
C (-4.362, 2.166, 6.475)
H (-5.027, 0.200, 6.059)
H (-3.720, 0.258, 3.920)
H (-2.531, 2.696, 3.787)
H (-3.265, 4.011, 6.046)
H (-4.861, 2.296, 7.424)
N (-4.780, 4.339, 9.856)
C (-4.794, 5.334, 10.796)
C (-5.721, 5.000, 11.753)
C (-6.283, 3.754, 11.379)
C (-5.681, 3.369, 10.206)
H (-4.197, 4.322, 9.034)
H (-4.147, 6.192, 10.702)
H (-5.966, 5.586, 12.626)
H (-7.042, 3.199, 11.910)
H (-5.816, 2.493, 9.592)
N (0.942, -1.449, -10.846)
C (0.422, -1.297, -12.104)
C (1.157, -0.335, -12.753)
C (2.161, 0.106, -11.856)
C (2.005, -0.602, -10.689)
H (0.596, -2.087, -10.145)
H (-0.425, -1.883, -12.426)
H (0.990, 0.012, -13.763)
H (2.915, 0.856, -12.044)
H (2.558, -0.574, -9.762)

Computed properties:
- net charge = -1
- max |F| (hartree/bohr) = 0.0953
- E (Ha) = -2284.9252
- Kohn-Sham gap (Eh) = 0.228

Just the Mulliken charges please, in e? Sure, here they are: C -1.311; C 0.326; O -0.529; C -0.683; N -0.042; C -0.794; C 0.264; O -0.685; Nb -0.365; I -0.314; C -0.862; C -0.281; O -0.180; C 0.154; O -0.570; P 0.489; O -0.705; H 0.391; H 0.351; H 0.344; H 0.168; H 0.303; H 0.209; H 0.300; H 0.265; H 0.189; H 0.293; H 0.113; H 0.217; H 0.027; H 0.095; H 0.388; H 0.449; H 0.396; H 0.273; H 0.324; H 0.028; H -0.040; N 0.137; C -0.329; C -0.585; C -0.534; C -0.667; H 0.172; H 0.385; H 0.445; H 0.590; H 0.412; N 0.046; C -0.526; C -0.679; C -0.310; C 0.036; H 0.190; H 0.461; H 0.457; H 0.396; H -0.046; N 0.080; C -0.523; C -0.359; C -0.543; C -0.248; H 0.172; H 0.360; H 0.380; H 0.375; H 0.272; N 0.101; C -0.484; C -0.449; C -0.529; C -0.338; H 0.206; H 0.347; H 0.378; H 0.385; H 0.371